# 1
C6H10O | ωB97M-V/def2-TZVPD

XYZ file:
```
17
Properties=species:S:1:pos:R:3
C -2.06 -0.33 -0.03
C -1.11 0.77 -0.40
C -0.10 1.27 0.60
C 0.35 0.48 -0.62
C 0.93 -0.90 -0.61
C 2.01 -1.23 0.11
O 2.57 -0.45 1.07
H -2.93 0.06 0.52
H -1.57 -1.08 0.61
H -2.43 -0.85 -0.92
H -1.53 1.54 -1.06
H 0.12 2.33 0.63
H -0.10 0.78 1.58
H 0.81 1.11 -1.39
H 0.52 -1.63 -1.30
H 1.95 0.27 1.26
H 2.56 -2.15 -0.05
```

Computed properties:
F_max, eV/Å: 0.39
Net charge: 0
Highest occupied orbital energy, eV: -8.7
SMILES: C[C@H]1C[C@H]1/C=C\O
Spin multiplicity: 1
E_tot, eV: -8430.20024
Energy relative to the best compared isomer or geometry (same formula, charge and spin), kJ/mol: 100.36

Atom charges from the Mulliken analysis, given in e for atoms 1 to 6:
1. C -1.47
2. C 0.26
3. C -1.00
4. C -0.03
5. C -0.45
6. C -0.24

---

# 2
C6H10O | ωB97M-V/def2-TZVPD

XYZ file:
```
17
Properties=species:S:1:pos:R:3
C -1.68 -1.30 0.59
C -1.16 0.59 -0.88
O -1.14 1.70 -0.40
C 2.00 1.63 -0.29
C 1.77 0.32 -0.16
C 0.65 -0.26 0.66
C -0.55 -0.63 -0.22
H -2.26 -0.56 1.14
H -1.26 -2.00 1.32
H -2.36 -1.87 -0.06
H -1.68 0.42 -1.85
H 2.79 2.00 -0.94
H 1.38 2.36 0.22
H 2.39 -0.39 -0.71
H 0.33 0.46 1.42
H 0.99 -1.16 1.17
H -0.23 -1.32 -1.01
```

Computed properties:
F_max, eV/Å: 0.54
Net charge: 0
Highest occupied orbital energy, eV: -9.5
SMILES: C=CC[C@@H](C)C=O
Spin multiplicity: 1
E_tot, eV: -8430.65444
Energy relative to the best compared isomer or geometry (same formula, charge and spin), kJ/mol: 56.53

Atom charges from the Mulliken analysis, given in e for atoms 1 to 6:
1. C -1.42
2. C -0.14
3. O -0.47
4. C -0.68
5. C -0.27
6. C -0.79

---

# 3
C6H10O | ωB97M-V/def2-TZVPD

XYZ file:
```
17
Properties=species:S:1:pos:R:3
C 1.84 1.05 -0.50
C 0.80 0.40 -1.37
C 0.63 -0.91 -1.50
C -1.60 0.15 0.89
C -0.68 0.51 1.79
C -1.93 -1.28 0.69
O -2.81 -1.68 -0.04
H 2.56 1.62 -1.09
H 2.39 0.30 0.08
H 1.37 1.75 0.20
H 0.15 1.08 -1.92
H -0.15 -1.32 -2.13
H 1.25 -1.62 -0.96
H -2.14 0.86 0.27
H -0.42 1.55 1.97
H -0.15 -0.24 2.37
H -1.30 -1.99 1.27
```

Computed properties:
F_max, eV/Å: 0.46
Net charge: 0
Highest occupied orbital energy, eV: -9.7
SMILES: C=CC=O.C=CC
Spin multiplicity: 1
E_tot, eV: -8429.78321
Energy relative to the best compared isomer or geometry (same formula, charge and spin), kJ/mol: 140.59

Atom charges from the Mulliken analysis, given in e for atoms 1 to 6:
1. C -0.95
2. C 0.15
3. C -0.83
4. C 0.17
5. C -0.81
6. C -0.09

---

# 4
C6H10O | ωB97M-V/def2-TZVPD

XYZ file:
```
17
Properties=species:S:1:pos:R:3
O 3.51 -1.88 0.21
C 2.52 -1.26 -0.14
C 1.37 -0.94 0.70
C 0.94 0.53 0.72
C -0.55 0.77 0.62
C -1.33 0.35 -0.38
C -2.70 0.80 -0.85
H 2.33 -0.99 -1.27
H 0.48 -1.59 0.20
H 1.34 -1.50 1.65
H 1.32 0.91 1.74
H 1.53 1.05 -0.27
H -0.67 1.57 1.38
H -1.01 -0.56 -0.99
H -3.07 -0.03 -1.49
H -2.48 1.61 -1.58
H -3.52 1.14 -0.24
```

Computed properties:
F_max, eV/Å: 4.16
Net charge: 0
Highest occupied orbital energy, eV: -9.4
SMILES: C/C=C/CCC=O
Spin multiplicity: 1
E_tot, eV: -8428.93721
Energy relative to the best compared isomer or geometry (same formula, charge and spin), kJ/mol: 222.22

Atom charges from the Mulliken analysis, given in e for atoms 1 to 6:
1. O -0.49
2. C -0.07
3. C -0.36
4. C -0.22
5. C -0.25
6. C 0.00

---

# 5
C6H10O | ωB97M-V/def2-TZVPD

XYZ file:
```
17
Properties=species:S:1:pos:R:3
C -2.31 0.13 1.04
C -1.14 -0.20 0.11
C 0.27 0.23 0.56
O 1.12 -0.93 0.78
C 2.06 -0.44 -0.17
C 1.44 -0.28 -1.53
C 1.25 0.78 -0.47
H -2.47 1.21 1.12
H -2.19 -0.28 2.05
H -3.23 -0.31 0.62
H -1.35 0.24 -0.87
H -1.08 -1.28 -0.04
H 0.25 0.84 1.47
H 3.12 -0.58 0.03
H 2.09 -0.03 -2.36
H 0.59 -0.91 -1.78
H 1.60 1.81 -0.56
```

Computed properties:
F_max, eV/Å: 0.38
Net charge: 0
Highest occupied orbital energy, eV: -9.1
Spin multiplicity: 1
E_tot, eV: -8429.36762
Energy relative to the best compared isomer or geometry (same formula, charge and spin), kJ/mol: 180.69

Atom charges from the Mulliken analysis, given in e for atoms 1 to 6:
1. C -1.39
2. C -0.58
3. C 0.44
4. O -0.46
5. C -0.12
6. C -0.64

---

# 6
C6H10O | ωB97M-V/def2-TZVPD

XYZ file:
```
17
Properties=species:S:1:pos:R:3
C -3.20 0.93 -0.17
C -1.12 -0.04 -1.19
C -0.29 -0.47 -0.24
C -0.61 -1.89 0.20
C 0.79 1.82 0.27
C 0.82 0.24 0.50
O -3.49 0.14 0.58
H -1.70 -0.70 -1.63
H -1.07 0.98 -1.68
H -1.24 -1.98 1.10
H 0.18 -2.39 0.55
H -1.18 -2.42 -0.72
H -0.13 2.32 0.37
H 1.22 2.00 -0.77
H 1.56 2.15 0.91
H 0.75 0.00 1.50
H 1.83 -0.34 0.33
```

Computed properties:
F_max, eV/Å: 6.63
Net charge: 0
Highest occupied orbital energy, eV: -9.0
Spin multiplicity: 1
E_tot, eV: -8429.16020
Energy relative to the best compared isomer or geometry (same formula, charge and spin), kJ/mol: 200.71

Atom charges from the Mulliken analysis, given in e for atoms 1 to 6:
1. C 0.13
2. C -1.62
3. C 1.21
4. C -1.56
5. C -1.27
6. C -0.44

---

Question: Among the records above, which one has the highest energy relative to the best compared isomer or geometry (same formula, charge and spin)?
Answer: number 4